(1)
{
  "formula": "C3H7N3O",
  "method": "ωB97M-V/def2-TZVPD",
  "symbols": ["C", "N", "C", "O", "N", "C", "N", "H", "H", "H", "H", "H", "H", "H"],
  "positions_angstrom": [[-1.456, 0.711, -1.351], [-1.075, 0.353, 0.012], [0.208, -0.090, 0.261], [1.427, 0.464, -0.399], [0.889, 0.033, 1.568], [1.801, -0.555, 0.542], [0.739, -1.491, 0.099], [-0.573, 0.825, -1.990], [-1.989, 1.666, -1.351], [-2.112, -0.044, -1.798], [-1.421, 0.964, 0.742], [0.558, -0.726, 2.172], [2.851, -0.811, 0.694], [0.859, -1.699, -0.898]],
  "nbo_charge": [-0.4141, -0.6384, 0.6089, -0.5391, -0.5963, 0.3129, -0.6409, 0.2114, 0.2056, 0.1919, 0.3991, 0.3524, 0.1988, 0.3477]
}

(2)
{
  "formula": "C18H21NO6",
  "method": "ωB97M-V/def2-TZVPD",
  "symbols": ["C", "C", "H", "H", "O", "C", "C", "C", "C", "C", "C", "O", "C", "C", "H", "H", "H", "H", "H", "H", "C", "O", "O", "C", "H", "H", "C", "O", "N", "H", "C", "C", "C", "C", "C", "O", "H", "H", "H", "H", "H", "H", "H", "H", "H", "H"],
  "positions_angstrom": [[6.166, 2.033, -0.139], [5.763, 1.290, 1.012], [6.603, 0.891, 1.488], [5.205, 1.965, 1.698], [4.744, 0.070, 0.545], [3.386, 0.432, 0.402], [2.749, 1.643, 0.532], [1.490, 1.946, -0.115], [0.710, 0.847, -0.470], [1.393, -0.493, -0.401], [2.618, -0.414, -0.019], [3.238, -1.696, -0.125], [2.670, -3.153, -0.499], [3.647, -4.042, -0.239], [4.461, -3.981, -1.066], [3.061, -5.090, -0.424], [4.031, -4.369, 0.795], [2.236, -2.939, -1.335], [1.898, -3.020, 0.222], [0.710, -1.232, -0.578], [-0.695, 0.924, -0.859], [-1.463, 0.076, -0.923], [-1.105, 2.304, -0.699], [-2.491, 2.485, -1.028], [-2.663, 1.948, -2.290], [-2.364, 3.504, -1.521], [-3.472, 2.046, -0.100], [-4.091, 3.313, 0.321], [-3.681, 0.914, 0.400], [-3.004, 0.202, -0.096], [-4.557, 0.632, 1.233], [-5.526, -0.528, 0.591], [-5.356, -1.821, 0.645], [-6.569, -2.432, -0.079], [-7.300, -1.249, -0.326], [-6.597, 0.111, 0.169], [-8.179, -1.030, -0.996], [-6.804, -3.293, -0.039], [-4.605, -2.423, 1.014], [-4.159, 0.234, 2.244], [-5.047, 1.335, 1.740], [0.918, 2.975, 0.264], [3.301, 2.599, 0.692], [6.543, 1.186, -0.871], [6.735, 2.849, -0.003], [5.453, 2.450, -0.766]],
  "nbo_charge": [-0.6564, -0.0371, 0.1993, 0.1822, -0.4893, 0.2629, -0.2467, -0.1857, -0.1865, -0.1949, 0.2227, -0.5959, -0.0663, -0.6354, 0.2325, 0.2299, 0.2552, 0.1925, 0.1931, 0.2295, 0.8181, -0.5880, -0.5382, -0.1180, 0.1468, 0.2648, 0.5566, -0.7099, -0.5592, 0.4521, -0.2293, 0.3343, -0.3593, -0.2124, 0.0533, -0.4258, 0.2166, 0.1807, 0.2276, 0.1822, 0.2598, 0.2588, 0.2147, 0.2175, 0.2280, 0.2227]
}

(3)
{
  "formula": "C5H15NO",
  "method": "ωB97M-V/def2-TZVPD",
  "symbols": ["C", "C", "C", "N", "C", "C", "H", "H", "H", "H", "H", "H", "H", "H", "H", "H", "H", "H", "H", "H", "H", "O"],
  "positions_angstrom": [[0.367, -1.998, 0.931], [0.506, -0.972, 2.032], [0.593, -1.228, -0.490], [-0.393, -0.145, -0.730], [0.147, 1.091, -0.252], [-0.836, 2.235, 0.274], [1.029, -2.827, 0.956], [-0.613, -2.450, 0.965], [0.558, -1.418, 3.117], [-0.263, -0.196, 2.021], [1.493, -0.427, 2.017], [0.506, -1.905, -1.329], [1.593, -0.772, -0.491], [-1.233, -0.263, -0.169], [0.956, 0.855, 0.595], [0.662, 1.593, -1.079], [-0.140, 3.055, 0.615], [-1.582, 2.486, -0.485], [-1.455, 1.731, 1.092], [-0.643, 0.188, -2.489], [-0.281, 0.959, -3.762], [-0.970, 0.406, -3.339]],
  "lowdin_spin": [0.0732, 0.2684, 0.0461, 0.0101, 0.0720, 0.1267, 0.0221, 0.0167, 0.0765, 0.0395, 0.0670, 0.0058, 0.0184, 0.0136, 0.0261, 0.0144, 0.0355, 0.0089, 0.0359, 0.0014, 0.0075, 0.0142],
  "spin_multiplicity": 2,
  "total_charge": -1
}

One value per record, in order, for ΔE to the lowest compared entry with this formula, charge and spin: 388.9; 1539.5; 135.7 kJ/mol.